A | # C5H32N3O8

A 9-piece molecular cluster, C5H32N3O8 overall (ωB97M-V/def2-TZVPD, the Open Molecules 2025 dataset).

Summary:
- Charge: +1
- Kohn-Sham gap: 9.4 eV

Cartesian coordinates (Å):
N -0.37 2.78 -0.80
C -1.36 2.32 0.23
C -2.41 1.35 -0.47
N -1.75 0.45 -1.42
C -1.52 -1.05 -1.16
C -2.60 -1.81 -0.45
C -1.21 -1.61 -2.57
N 0.17 -1.28 -3.03
H -0.77 3.47 -1.46
H -0.01 1.99 -1.46
H 0.48 3.10 -0.33
H -1.80 3.22 0.69
H -0.77 1.77 0.86
H -3.11 2.07 -1.09
H -3.03 0.85 0.40
H -2.12 0.65 -2.32
H -0.58 -0.92 -0.46
H -3.06 -2.70 -0.92
H -2.15 -2.37 0.48
H -3.49 -1.07 -0.18
H -1.32 -2.73 -2.58
H -2.03 -1.26 -3.25
H 0.30 -1.56 -3.94
H 0.46 -0.38 -2.79
H 3.22 -0.36 -0.57
H 2.08 0.20 0.20
O 2.74 0.44 -0.43
H 1.24 -2.34 -0.80
H 1.81 -3.33 0.25
O 1.58 -2.40 0.13
H 3.21 3.75 -0.51
H 2.65 2.16 -0.41
O 2.43 3.07 -0.68
H 1.87 -0.37 2.55
H 1.30 -1.14 1.28
O 1.31 -0.28 1.69
H 3.59 -0.39 4.13
H 2.25 -1.02 4.62
O 2.84 -0.77 3.80
H -1.69 -0.45 1.71
H -0.39 -0.52 2.46
O -1.36 -0.49 2.56
H -0.86 -1.74 3.64
H -0.73 -1.89 5.16
O -0.12 -1.71 4.28
H 2.12 0.74 -2.12
H 1.55 2.23 -2.32
O 1.42 1.32 -2.60

B | # C5H32N3O8

A 9-piece molecular cluster, C5H32N3O8 overall (ωB97M-V/def2-TZVPD, the Open Molecules 2025 dataset).

Summary:
- Charge: +1
- Kohn-Sham gap: 9.2 eV

Cartesian coordinates (Å):
N -0.54 -3.30 0.19
C -0.28 -3.01 -1.27
C -0.78 -1.56 -1.66
N -0.99 -0.61 -0.58
C 0.05 0.32 -0.20
C -0.22 0.78 1.23
N -0.74 2.16 1.20
C 0.31 3.21 1.36
H -1.37 -2.85 0.56
H -0.68 -4.28 0.34
H 0.36 -2.96 0.71
H 0.85 -3.07 -1.28
H -0.83 -3.64 -2.03
H 0.17 -1.29 -2.20
H -1.87 -1.67 -2.05
H -1.91 -0.28 -0.54
H 1.06 -0.09 -0.30
H -0.03 1.20 -0.92
H -0.80 0.02 1.77
H 0.75 0.81 1.79
H -1.34 2.26 2.03
H -0.15 4.06 0.78
H 1.19 2.84 0.73
H 0.84 3.32 2.28
H -3.55 -0.02 0.58
H -3.72 1.42 1.26
O -3.87 0.87 0.50
H 0.13 -1.65 4.52
H 0.45 -0.13 4.31
O 0.15 -0.95 3.86
H 3.54 1.89 -1.10
H 2.28 1.37 -1.33
O 2.89 1.48 -0.51
H 2.04 0.59 -3.77
H 0.83 0.68 -2.65
O 1.75 0.90 -2.92
H -1.47 1.16 -2.37
H -0.90 1.29 -3.85
O -0.86 0.74 -3.05
H -1.79 2.32 -0.77
H -3.23 1.95 -0.91
O -2.47 2.17 -1.47
H 4.04 -1.20 1.08
H 3.28 -0.17 0.17
O 3.23 -1.04 0.57
H 1.03 -1.80 2.66
H 1.93 -1.89 1.34
O 1.26 -2.34 1.88

Most stable pick: B. Distance to second place: 4.3 kcal/mol.